(1)
{"formula": "C24H13Cl6F10N3Zr", "method": "ωB97M-V/def2-TZVPD", "homo_energy_ev": -8.222, "lumo_energy_ev": -0.318, "multiplicity": 1, "orbital_gap_ev": 7.9, "symbols": ["Zr", "C", "N", "C", "C", "N", "C", "C", "F", "C", "F", "C", "F", "C", "F", "C", "F", "C", "C", "N", "C", "C", "F", "C", "F", "C", "F", "C", "F", "C", "F", "H", "H", "H", "H", "H", "H", "H", "H", "H", "H", "H", "Cl", "C", "H", "H", "Cl", "C", "C", "C", "Cl", "C", "Cl", "C", "Cl", "C", "Cl"], "coordinates": [[-0.3367, -0.4023, -0.2077], [-2.3432, -0.3927, 2.7338], [-0.9764, -0.1217, 2.2788], [-0.6007, 1.2555, 2.6545], [-0.5793, 2.1825, 1.4334], [0.2120, 1.5584, 0.3833], [0.9224, 2.3091, -0.4642], [0.9199, 3.7194, -0.6527], [0.0401, 4.4950, 0.0170], [1.7633, 4.3505, -1.5524], [1.7073, 5.6801, -1.6673], [2.6733, 3.6365, -2.3308], [3.4925, 4.2664, -3.1824], [2.6936, 2.2491, -2.2124], [3.5326, 1.5082, -2.9390], [1.8406, 1.6457, -1.3149], [1.8471, 0.2553, -1.1950], [-0.0453, -1.0817, 2.8842], [1.3108, -1.0406, 2.1725], [1.0899, -1.5566, 0.8363], [2.1372, -2.0305, 0.1395], [3.5155, -1.7598, 0.3152], [3.8918, -0.8566, 1.2527], [4.4912, -2.3155, -0.4957], [5.7722, -1.9898, -0.2961], [4.1522, -3.1899, -1.5257], [5.0955, -3.7310, -2.3073], [2.8054, -3.4800, -1.7426], [2.4474, -4.3091, -2.7278], [1.8531, -2.9052, -0.9328], [0.5179, -3.1550, -1.1234], [-2.4274, -0.3090, 3.8251], [-2.6487, -1.3997, 2.4567], [-3.0286, 0.3205, 2.2773], [0.3937, 1.2647, 3.1119], [-1.3016, 1.6563, 3.3958], [-0.1457, 3.1367, 1.7537], [-1.6068, 2.3719, 1.0912], [-0.4548, -2.0888, 2.7540], [0.0764, -0.8910, 3.9606], [2.0210, -1.6773, 2.7188], [1.7187, -0.0157, 2.1581], [-0.7121, 0.7363, -2.7148], [-0.3880, -0.9930, -2.3321], [0.5209, -1.2482, -2.8934], [-1.2289, -1.5643, -2.7480], [-2.0040, -2.5984, 0.1373], [-3.1514, -1.3409, -0.2447], [-2.5675, -0.0831, -0.3838], [-3.4520, 0.9247, -0.7678], [-2.7795, 2.4897, -1.0570], [-4.8199, 0.7195, -0.9606], [-5.8503, 2.0142, -1.4236], [-5.3478, -0.5591, -0.7713], [-7.0213, -0.8550, -0.9919], [-4.5031, -1.6125, -0.4095], [-5.1345, -3.1924, -0.1728]], "forces_ev_per_angstrom": [[0.406, 0.912, -0.300], [-0.250, -0.027, 0.076], [0.068, -0.334, -0.105], [0.187, 0.755, -0.392], [-0.192, 0.016, 0.730], [-0.893, -0.608, 0.623], [1.626, 1.376, -1.376], [-0.231, -0.735, 0.152], [0.178, -0.041, -0.157], [0.345, -0.089, -0.194], [0.006, -0.169, -0.017], [-0.253, -0.070, 0.151], [-0.172, -0.132, 0.171], [-0.036, 0.032, 0.105], [-0.108, 0.134, 0.041], [-0.218, 0.016, 0.527], [-0.035, 1.035, -0.195], [0.637, -0.265, 0.252], [-0.088, -0.167, 0.683], [-0.529, 0.613, 0.889], [1.571, -1.167, -1.083], [-0.717, 0.215, 0.142], [0.080, -0.287, -0.298], [0.015, -0.212, -0.163], [-0.168, -0.080, -0.046], [-0.165, 0.125, 0.131], [-0.170, 0.125, 0.176], [0.203, 0.014, -0.112], [0.066, 0.111, 0.132], [-0.674, 0.277, 0.512], [1.106, -0.517, -0.182], [0.123, 0.050, -0.046], [0.032, 0.025, -0.058], [0.003, -0.016, 0.004], [-0.159, -0.114, -0.086], [0.057, -0.117, -0.024], [-0.131, -0.185, -0.075], [0.296, 0.065, 0.197], [0.017, 0.132, 0.071], [-0.081, 0.034, -0.078], [-0.150, 0.143, -0.009], [-0.049, -0.295, 0.145], [0.018, 0.278, -0.211], [-0.075, -0.837, -1.259], [-0.229, -0.051, 0.274], [0.249, 0.106, 0.182], [-0.128, -0.508, 0.189], [-0.288, 0.829, -0.149], [-1.508, -0.510, -0.077], [0.380, -0.157, 0.097], [-0.372, 0.465, -0.082], [0.138, -0.042, 0.063], [0.022, -0.031, 0.002], [0.194, -0.086, 0.070], [-0.070, 0.043, -0.009], [0.021, 0.011, -0.012], [0.095, -0.089, 0.011]]}

---

(2)
{"formula": "C24H14AuBrF4N2PSe", "method": "ωB97M-V/def2-TZVPD", "total_charge": 1, "homo_energy_ev": -11.933, "lumo_energy_ev": -4.393, "multiplicity": 1, "orbital_gap_ev": 7.5, "symbols": ["Au", "F", "C", "C", "F", "C", "F", "C", "P", "C", "C", "C", "C", "C", "C", "C", "C", "C", "C", "C", "C", "C", "Br", "C", "F", "H", "H", "H", "H", "H", "H", "H", "H", "H", "H", "Se", "N", "C", "C", "C", "C", "C", "C", "N", "H", "H", "H", "H"], "coordinates": [[-0.4436, 0.0921, 0.5433], [0.0037, 7.3035, 0.7184], [-0.3671, 6.0705, 0.4219], [-1.6911, 5.7870, 0.0927], [-2.5857, 6.7622, 0.0296], [-2.0543, 4.4706, -0.1642], [-3.3198, 4.2069, -0.4809], [-1.1438, 3.4109, -0.1229], [-1.8303, 1.7151, -0.2577], [-2.5279, 1.6637, -1.9169], [-3.5871, 0.8000, -2.1869], [-4.1357, 0.7746, -3.4541], [-3.6147, 1.5786, -4.4552], [-2.5142, 2.3812, -4.2033], [-1.9620, 2.4229, -2.9375], [-3.1977, 1.7187, 0.9433], [-2.8444, 1.3693, 2.2473], [-3.8046, 1.2501, 3.2299], [-5.1325, 1.4945, 2.9204], [-5.4896, 1.8481, 1.6297], [-4.5333, 1.9592, 0.6341], [0.1927, 3.7290, 0.1237], [1.6144, 2.4805, 0.0133], [0.5660, 5.0381, 0.4135], [1.8352, 5.3055, 0.6913], [-3.9767, 0.1628, -1.4048], [-4.9739, 0.1276, -3.6607], [-4.0618, 1.5701, -5.4343], [-2.0889, 2.9799, -4.9934], [-1.0949, 3.0403, -2.7425], [-1.8029, 1.1979, 2.4946], [-3.5216, 0.9419, 4.2247], [-5.8833, 1.4024, 3.6872], [-6.5261, 2.0311, 1.3966], [-4.8319, 2.2382, -0.3654], [1.2576, -0.2695, 3.2549], [0.3413, -1.2061, 2.0339], [-0.6044, -1.9197, 2.6722], [-1.4992, -2.8196, 2.0724], [-2.4297, -3.4361, 2.8613], [-2.5142, -3.1743, 4.2491], [-1.6408, -2.3287, 4.8719], [-0.6510, -1.6909, 4.0943], [0.2666, -0.8391, 4.5476], [-1.4191, -3.0088, 1.0153], [-3.1297, -4.1315, 2.4230], [-3.2929, -3.6600, 4.8196], [-1.6900, -2.1421, 5.9327]], "forces_ev_per_angstrom": [[-0.039, 0.094, -0.123], [-0.064, -0.133, -0.093], [-0.097, -0.300, -0.088], [0.161, -0.126, 0.017], [0.067, -0.121, 0.051], [0.342, -0.065, -0.005], [-0.088, 0.325, 0.011], [0.006, 0.074, 0.038], [-0.126, 0.406, -0.117], [0.178, -0.246, 0.012], [0.164, 0.089, 0.086], [-0.096, -0.077, -0.056], [0.037, -0.012, 0.059], [-0.010, 0.029, -0.119], [-0.037, -0.020, 0.204], [0.118, -0.242, -0.033], [0.030, 0.064, -0.043], [-0.070, -0.004, 0.075], [0.073, -0.049, -0.018], [-0.093, 0.019, 0.017], [0.099, -0.003, 0.074], [0.067, 0.161, 0.087], [-0.107, 0.137, 0.036], [-0.080, -0.255, -0.018], [-0.028, 0.257, -0.008], [-0.100, -0.028, 0.003], [-0.080, -0.066, -0.032], [-0.051, -0.018, -0.186], [0.041, 0.061, -0.078], [-0.019, 0.094, -0.007], [-0.013, -0.052, 0.054], [0.031, 0.070, 0.129], [-0.160, -0.017, 0.081], [-0.126, 0.050, -0.061], [0.011, -0.011, -0.026], [-0.062, 0.011, -0.269], [-0.119, -0.272, -0.351], [0.558, 0.496, 0.279], [-0.546, -0.418, -0.101], [0.314, 0.243, -0.634], [0.232, 0.375, 0.655], [-0.593, -0.492, 0.169], [0.689, 0.432, -0.472], [-0.390, -0.323, 0.881], [-0.073, -0.076, -0.174], [-0.009, -0.059, -0.070], [0.032, -0.033, 0.065], [0.025, 0.030, 0.096]]}

---

(3)
{"formula": "C24H14Cl2FN4O12V", "method": "ωB97M-V/def2-TZVPD", "total_charge": -2, "homo_energy_ev": [-2.645, -2.953], "lumo_energy_ev": [3.967, 3.966], "multiplicity": 3, "orbital_gap_ev": [6.6, 6.9], "symbols": ["V", "O", "C", "C", "C", "N", "C", "C", "C", "O", "O", "C", "O", "O", "H", "H", "H", "Cl", "C", "C", "C", "Cl", "C", "C", "C", "C", "N", "C", "C", "O", "H", "H", "H", "H", "F", "C", "C", "N", "C", "C", "O", "O", "C", "O", "N", "C", "O", "H", "H", "H", "H", "C", "O", "C", "O", "H", "H", "H"], "coordinates": [[-0.8259, 0.9393, -0.7159], [-6.4938, -1.1802, -1.3044], [-5.2099, -0.7160, -1.2070], [-4.3368, -0.7636, -2.2910], [-3.0563, -0.2718, -2.1048], [-2.7107, 0.2239, -0.9348], [-3.5125, 0.2845, 0.1110], [-4.8095, -0.1896, 0.0203], [-2.8117, 0.8527, 1.3532], [-3.3979, 0.8873, 2.4218], [-1.5917, 1.1946, 1.1066], [-1.9342, -0.1548, -3.1452], [-2.1447, -0.4777, -4.3041], [-0.8710, 0.3594, -2.6403], [-6.6136, -1.5554, -2.1830], [-4.6208, -1.1667, -3.2550], [-5.4703, -0.1577, 0.8730], [1.7474, 3.4627, 1.5018], [2.7707, 2.3623, 0.6436], [4.1585, 2.4379, 0.8710], [5.0140, 1.6019, 0.2192], [6.7390, 1.7398, 0.5142], [4.5318, 0.6323, -0.6976], [5.3526, -0.2738, -1.4104], [4.7763, -1.1710, -2.2587], [3.3675, -1.1690, -2.3987], [2.5852, -0.3409, -1.7683], [3.1417, 0.5599, -0.9206], [2.2262, 1.4410, -0.2324], [0.9649, 1.3477, -0.4520], [4.5339, 3.1683, 1.5717], [6.4246, -0.2432, -1.2686], [5.3747, -1.8770, -2.8200], [2.8836, -1.8860, -3.0531], [2.3618, 0.1392, 2.8701], [1.4072, -0.7446, 3.2147], [0.4366, -1.0965, 2.3588], [-0.5384, -2.0089, 2.6799], [-1.6036, -2.3745, 1.7177], [-1.0837, -2.5555, 0.2634], [-1.1168, -3.6975, -0.1949], [-0.6896, -1.5130, -0.3249], [-0.5625, -2.6114, 3.9105], [-1.3867, -3.4277, 4.2750], [0.4622, -2.2231, 4.7611], [1.4794, -1.3056, 4.5455], [2.3009, -1.0608, 5.4108], [0.3717, -0.7095, 1.3497], [-2.3699, -1.6009, 1.7508], [-2.0144, -3.3105, 2.0870], [0.4330, -2.6471, 5.6780], [0.1129, 3.3286, -2.8327], [-1.1231, 3.7143, -2.2529], [-1.6636, 2.8371, -1.2817], [-2.7219, 3.2268, -0.8581], [0.4757, 4.1936, -3.3934], [-0.0002, 2.4750, -3.5054], [0.8518, 3.0713, -2.0707]], "forces_ev_per_angstrom": [[-0.103, -0.528, -0.233], [0.066, -0.002, -0.014], [-0.039, 0.016, 0.065], [0.185, 0.022, 0.031], [-0.300, -0.060, -0.158], [0.046, 0.257, -0.046], [-0.354, -0.093, 0.117], [0.219, 0.022, -0.032], [-0.024, -0.014, -0.172], [-0.003, 0.034, -0.061], [-0.347, -0.362, 0.049], [-0.173, 0.165, 0.148], [0.025, -0.107, 0.039], [-0.346, -0.183, -0.064], [0.010, 0.015, 0.007], [-0.013, -0.001, -0.014], [-0.034, 0.002, 0.016], [-0.104, -0.070, -0.045], [0.524, 0.118, 0.112], [-0.145, -0.092, -0.100], [-0.017, -0.039, -0.054], [-0.061, -0.005, 0.005], [0.276, 0.066, 0.065], [-0.033, 0.071, 0.049], [-0.147, -0.009, -0.024], [0.175, -0.021, -0.002], [0.031, 0.131, 0.126], [-0.132, -0.131, -0.082], [-0.136, -0.060, -0.078], [0.583, 0.197, 0.304], [0.021, 0.036, 0.032], [0.000, 0.008, 0.005], [0.001, -0.020, 0.012], [-0.028, -0.012, -0.041], [-0.101, -0.067, -0.009], [0.018, -0.031, 0.058], [0.028, 0.062, -0.070], [0.009, -0.059, -0.100], [0.123, -0.078, 0.050], [-0.008, 0.015, 0.121], [-0.090, -0.322, 0.011], [0.301, 0.838, -0.004], [0.106, 0.065, 0.097], [-0.136, -0.110, 0.070], [-0.064, -0.050, 0.126], [0.049, 0.071, -0.125], [0.037, 0.006, 0.039], [0.036, 0.045, 0.027], [-0.042, 0.010, 0.023], [0.006, 0.115, -0.139], [0.005, 0.031, -0.110], [0.084, 0.061, -0.010], [0.074, -0.326, 0.186], [0.478, 0.413, -0.525], [-0.471, -0.055, 0.318], [-0.020, -0.049, 0.003], [-0.018, 0.036, 0.036], [-0.026, 0.032, -0.033]]}

---

Short version: relative energy (zero: lowest compared OMol25 entry of this formula, charge and spin) = 0.000; 0.471; 0.932 eV, in the order given.